The following is a quantum chemistry calculation of a 11-piece molecular cluster, C78H170N8O11 overall at a distorted geometry, from OMol25.

Structure (XYZ):
```
267
Properties=species:S:1:pos:R:3:mulliken_charge:R:1
C -20.295 -17.446 -10.791 -0.934
C -20.931 -18.247 -11.946 1.748
C -22.467 -18.138 -12.048 -1.390
C -20.352 -17.716 -13.244 -1.686
C -18.867 -18.162 -13.395 -0.457
C -18.811 -19.714 -13.419 -1.386
C -19.258 -20.280 -12.102 2.115
C -19.435 -21.762 -12.236 -2.342
C -18.217 -20.045 -10.927 -1.566
N -20.639 -19.716 -11.854 -0.293
O -20.999 -20.143 -10.523 0.275
H -20.467 -18.035 -9.842 -0.382
H -19.225 -17.423 -11.048 0.380
H -20.727 -16.388 -10.724 0.246
H -22.858 -17.126 -12.174 0.318
H -22.828 -18.726 -12.996 0.407
H -22.967 -18.519 -11.172 -0.051
H -20.807 -18.136 -14.072 0.477
H -20.462 -16.658 -13.328 0.451
H -18.611 -17.800 -14.418 0.364
H -18.196 -17.755 -12.605 0.359
H -17.781 -20.076 -13.649 0.388
H -19.434 -20.063 -14.227 0.407
H -20.200 -22.099 -12.999 0.408
H -19.728 -22.181 -11.280 0.368
H -18.514 -22.297 -12.494 0.427
H -18.726 -20.497 -10.095 0.422
H -18.061 -18.993 -10.712 -0.020
H -17.302 -20.629 -11.039 0.594
H -21.688 -20.765 -10.736 0.332
C -17.579 -17.477 -0.938 -1.544
C -18.274 -16.194 -0.524 1.899
C -17.181 -15.333 0.177 -2.126
C -18.747 -15.367 -1.757 -1.501
C -20.055 -15.830 -2.371 1.580
C -21.105 -15.794 -1.273 -1.548
C -20.777 -16.788 -0.159 1.945
C -21.871 -16.536 0.923 -1.210
C -20.789 -18.269 -0.615 -1.098
N -19.447 -16.309 0.385 0.094
O -19.155 -17.081 1.557 -0.493
H -17.327 -18.094 -0.084 0.532
H -18.006 -18.040 -1.750 0.075
H -16.642 -17.060 -1.354 0.498
H -16.426 -15.168 -0.542 0.423
H -17.470 -14.299 0.453 0.385
H -16.799 -15.851 1.042 0.447
H -18.833 -14.326 -1.410 0.599
H -17.979 -15.338 -2.515 0.182
H -20.394 -15.115 -3.119 -0.128
H -19.977 -16.862 -2.919 -0.919
H -22.066 -15.937 -1.776 -0.124
H -20.987 -14.831 -0.796 0.509
H -21.709 -17.113 1.822 0.437
H -22.833 -16.797 0.584 -0.186
H -21.809 -15.435 1.206 0.399
H -20.250 -18.330 -1.601 -0.023
H -21.850 -18.528 -0.945 0.204
H -20.435 -18.945 0.109 0.416
H -18.945 -17.945 1.234 0.388
C -23.332 -16.919 -4.496 -2.589
C -23.039 -16.985 -5.993 3.070
C -21.586 -16.538 -6.233 -0.385
C -23.305 -18.365 -6.520 -0.775
C -23.240 -18.367 -8.056 0.639
C -24.403 -17.490 -8.585 -0.581
C -24.209 -16.062 -8.166 1.590
C -23.061 -15.334 -8.926 -0.849
C -25.493 -15.233 -8.510 -1.648
N -24.053 -16.052 -6.640 0.517
O -23.910 -14.734 -6.138 -0.043
H -24.369 -17.139 -4.326 0.148
H -22.756 -17.493 -3.863 1.198
H -23.212 -15.950 -4.166 0.282
H -21.593 -15.423 -6.089 0.364
H -20.874 -16.972 -5.521 -0.557
H -21.182 -16.801 -7.202 -0.390
H -22.551 -19.071 -5.987 0.483
H -24.307 -18.683 -6.253 -0.171
H -22.262 -18.001 -8.413 -1.107
H -23.288 -19.363 -8.440 -0.120
H -25.337 -17.919 -8.209 -0.509
H -24.469 -17.453 -9.701 0.392
H -22.215 -16.044 -8.968 -0.723
H -22.774 -14.442 -8.420 0.406
H -23.405 -15.168 -9.982 0.541
H -26.306 -15.362 -7.800 -0.117
H -25.741 -15.307 -9.568 0.628
H -25.232 -14.146 -8.440 0.377
H -24.713 -14.542 -5.615 -0.363
C -24.098 -12.574 -3.527 -2.335
C -25.658 -12.632 -3.737 2.136
C -26.359 -12.070 -2.548 -1.588
C -25.896 -11.775 -5.016 -1.337
C -27.304 -11.985 -5.586 -0.858
C -27.623 -13.432 -5.784 -0.570
C -27.460 -14.305 -4.524 2.093
C -28.532 -13.992 -3.527 -1.834
C -27.528 -15.758 -4.910 -1.926
N -26.030 -14.039 -4.048 0.917
O -25.717 -14.837 -2.941 -0.046
H -23.839 -11.605 -3.064 0.567
H -23.786 -13.382 -2.884 0.458
H -23.521 -12.744 -4.456 0.206
H -27.259 -11.478 -2.686 0.427
H -26.491 -12.729 -1.680 0.143
H -25.620 -11.477 -2.042 0.535
H -25.807 -10.734 -4.690 0.381
H -25.082 -11.950 -5.732 0.263
H -28.098 -11.594 -4.929 0.308
H -27.304 -11.417 -6.499 0.503
H -26.966 -13.829 -6.549 -0.505
H -28.624 -13.445 -6.196 0.627
H -29.480 -14.187 -4.008 0.440
H -28.516 -12.941 -3.156 0.382
H -28.510 -14.559 -2.620 0.272
H -26.732 -15.927 -5.667 0.145
H -28.535 -16.033 -5.338 0.422
H -27.326 -16.537 -4.244 0.186
H -26.477 -14.787 -2.310 0.035
C -26.959 -24.238 -10.817 -1.907
C -26.255 -24.282 -9.395 1.918
C -27.265 -24.116 -8.227 -1.860
C -25.530 -25.641 -9.200 -1.082
C -24.599 -25.534 -8.037 -0.866
C -23.665 -24.282 -8.226 -1.200
C -24.252 -22.926 -8.428 3.102
C -24.834 -22.234 -7.222 -1.952
C -23.165 -21.988 -9.051 -3.130
N -25.243 -23.164 -9.509 -0.084
O -25.952 -21.962 -9.694 -0.518
H -26.235 -24.508 -11.625 0.384
H -27.716 -25.028 -10.955 0.392
H -27.375 -23.242 -10.862 0.372
H -26.848 -24.314 -7.233 0.319
H -27.770 -23.160 -8.232 -0.014
H -28.089 -24.832 -8.344 0.667
H -26.335 -26.309 -8.963 0.428
H -24.954 -25.948 -10.137 0.294
H -25.198 -25.513 -7.149 0.349
H -23.961 -26.380 -7.845 0.473
H -23.034 -24.471 -9.096 0.373
H -23.030 -24.250 -7.330 0.398
H -25.621 -22.838 -6.768 0.158
H -25.305 -21.257 -7.526 0.090
H -24.118 -21.863 -6.464 0.963
H -23.617 -21.075 -9.506 0.359
H -22.603 -22.456 -9.853 0.936
H -22.556 -21.646 -8.218 0.299
H -26.552 -21.808 -8.952 0.080
C -30.025 -22.543 -5.821 -1.768
C -30.515 -21.676 -7.001 1.429
C -30.718 -22.463 -8.242 -1.545
C -31.830 -21.061 -6.531 -1.086
C -32.303 -19.925 -7.392 -0.955
C -31.185 -18.922 -7.580 -1.019
C -29.800 -19.474 -7.942 2.491
C -29.706 -19.692 -9.466 -1.690
C -28.828 -18.343 -7.519 -1.591
N -29.523 -20.607 -7.050 -0.013
O -28.213 -21.194 -7.357 1.987
H -30.752 -23.316 -5.585 0.521
H -29.135 -23.124 -6.013 0.058
H -29.930 -21.893 -4.943 0.294
H -31.245 -23.433 -7.986 0.431
H -31.332 -21.956 -9.005 0.307
H -29.797 -22.623 -8.775 0.106
H -32.682 -21.732 -6.389 0.386
H -31.659 -20.574 -5.543 0.261
H -32.373 -20.347 -8.441 0.316
H -33.239 -19.482 -7.084 0.481
H -31.048 -18.327 -6.658 0.439
H -31.368 -18.150 -8.326 0.011
H -28.770 -20.020 -9.954 0.086
H -29.900 -18.716 -9.785 0.434
H -30.463 -20.285 -9.956 0.397
H -28.673 -17.568 -8.232 0.124
H -27.824 -18.792 -7.447 -0.276
H -29.130 -17.789 -6.611 0.252
H -27.597 -20.922 -6.631 -0.219
C -16.788 -11.939 -3.531 -1.728
C -17.732 -12.062 -4.751 1.669
C -19.270 -12.202 -4.296 -1.012
C -17.660 -10.730 -5.501 -1.159
C -18.126 -10.746 -6.889 -0.664
C -17.607 -11.907 -7.715 -1.028
C -17.799 -13.279 -6.980 1.528
C -19.254 -13.788 -7.089 -1.939
C -16.921 -14.282 -7.826 -1.657
N -17.307 -13.139 -5.666 0.130
O -17.225 -14.428 -5.103 -0.200
H -16.629 -12.951 -3.184 0.318
H -15.891 -11.445 -3.747 0.432
H -17.255 -11.486 -2.596 0.295
H -19.536 -13.201 -3.900 -0.490
H -19.493 -11.465 -3.446 0.521
H -19.827 -11.908 -5.220 0.380
H -18.244 -10.018 -4.882 0.372
H -16.633 -10.385 -5.486 0.394
H -19.199 -10.998 -6.829 0.249
H -18.088 -9.758 -7.403 0.360
H -16.510 -11.726 -7.843 0.337
H -18.140 -11.852 -8.655 0.425
H -19.547 -14.445 -6.178 -0.262
H -19.364 -14.371 -7.974 0.734
H -19.860 -12.964 -7.108 0.689
H -15.827 -14.024 -7.712 0.457
H -17.290 -14.273 -8.868 0.368
H -17.172 -15.289 -7.404 0.046
H -16.304 -14.627 -4.867 0.274
C -15.172 -21.098 -6.197 -1.621
C -15.397 -19.610 -5.985 1.645
C -14.284 -19.143 -4.942 -1.808
C -15.187 -18.844 -7.279 -1.405
C -16.464 -18.868 -8.143 -0.219
C -17.747 -18.473 -7.442 0.490
C -17.904 -19.385 -6.178 1.587
C -19.069 -18.777 -5.395 -1.134
C -18.306 -20.847 -6.524 -1.483
N -16.706 -19.173 -5.374 0.614
O -16.912 -19.922 -4.227 -0.570
H -15.431 -21.679 -5.289 0.303
H -15.717 -21.571 -7.062 0.266
H -14.106 -21.433 -6.359 0.441
H -14.479 -19.649 -4.012 0.440
H -13.235 -19.301 -5.229 0.381
H -14.427 -18.039 -4.820 0.244
H -14.835 -17.805 -7.105 0.296
H -14.341 -19.313 -7.814 0.364
H -16.223 -18.219 -8.995 0.439
H -16.615 -19.913 -8.560 0.001
H -18.607 -18.535 -8.115 -0.135
H -17.804 -17.458 -7.161 -0.539
H -18.602 -17.833 -4.934 0.051
H -19.447 -19.504 -4.672 0.431
H -19.883 -18.479 -6.027 -0.252
H -18.190 -21.452 -5.564 0.325
H -17.796 -21.239 -7.400 0.305
H -19.375 -20.892 -6.829 0.183
H -16.918 -19.280 -3.527 0.322
C -28.044 -19.872 -3.735 -0.192
C -26.650 -20.364 -3.862 -0.346
O -26.464 -20.753 -5.253 -0.464
H -28.261 -18.910 -4.285 -0.100
H -28.254 -19.693 -2.713 0.570
H -28.701 -20.706 -4.084 -0.275
H -26.647 -21.215 -3.221 0.243
H -25.902 -19.710 -3.544 0.305
H -25.548 -20.627 -5.536 -0.138
C -25.355 -16.761 0.047 -0.926
C -26.553 -16.994 -0.830 0.277
O -27.189 -18.239 -0.408 -0.621
H -24.510 -17.320 -0.401 0.010
H -25.483 -16.939 1.103 0.436
H -25.162 -15.691 -0.054 0.279
H -26.198 -17.070 -1.900 -0.221
H -27.271 -16.189 -0.763 0.362
H -28.114 -18.203 -0.611 0.320
C -30.961 -15.461 -9.794 -0.742
C -29.797 -15.778 -10.737 -0.686
O -28.567 -15.910 -10.025 -0.393
H -31.855 -15.685 -10.369 0.353
H -30.886 -14.482 -9.397 0.420
H -30.825 -16.117 -8.895 -0.010
H -29.835 -15.008 -11.482 0.434
H -29.935 -16.687 -11.181 0.418
H -28.188 -15.064 -9.854 0.244
```

Computed properties:
Structure (SMILES): CC1(C)CCCC(C)(C)N1O.CC1(C)CCCC(C)(C)N1O.CC1(C)CCCC(C)(C)N1O.CC1(C)CCCC(C)(C)N1O.CC1(C)CCCC(C)(C)N1O.CC1(C)CCCC(C)(C)N1O.CC1(C)CCCC(C)(C)N1O.CC1(C)CCCC(C)(C)N1O.CCO.CCO.CCO
E (eV): -118073.1752